{"formula": "C5H8ClN5", "method": "the ωB97M-V functional and the def2-TZVPD basis", "species": ["C", "C", "C", "C", "C", "N", "N", "N", "N", "N", "Cl", "H", "H", "H", "H", "H", "H", "H", "H"], "xyz": [[-3.020588, 0.029784, 0.418793], [-1.664741, 0.430218, 0.331324], [1.227696, 0.531286, 0.405043], [-0.178367, 2.381532, 0.673824], [-1.508867, -1.126178, -1.351495], [-4.088644, -0.359445, 0.428864], [-0.868829, -0.362495, -0.304582], [-1.326208, 1.607038, 1.056080], [0.461712, -0.404523, -0.175919], [2.453027, 0.395456, 0.773173], [-0.022037, 3.051029, -0.818938], [0.371781, 2.626301, 1.500539], [-0.777965, -1.808334, -1.732415], [-2.320601, -1.592695, -0.868187], [-1.761823, -0.391719, -2.156622], [-1.946118, 2.047688, 1.706381], [0.899560, -1.202506, -0.500636], [3.240433, 1.175409, 0.852119], [2.762067, -0.534967, 0.878965]], "forces_ev_per_a": [[0.63, 0.64, -0.28], [-0.33, 3.55, 3.10], [-2.59, 3.38, 0.00], [0.03, -4.74, -1.02], [0.81, 0.50, -1.78], [-1.52, -0.38, 0.20], [-0.29, 1.07, 0.53], [1.54, -2.04, -2.99], [1.94, 2.23, 1.58], [1.48, 1.69, -0.19], [-0.33, 0.71, -0.53], [1.29, 1.76, 1.80], [0.13, -0.71, -0.26], [-1.03, -0.95, -0.28], [-0.18, -0.92, 0.55], [-0.76, -0.19, 0.58], [0.61, -2.42, -1.13], [-2.65, -1.89, 0.03], [1.21, -1.31, 0.11]], "lumo_ha": [-0.35852, -0.35853], "total_charge": 2, "fmax_ev_per_a": 4.85, "orbital_gap_ha": [0.315, 0.315], "e_above_lowest_kj_mol": 49.09}

=====

{"formula": "C34H34BrN4", "method": "the ωB97M-V functional and the def2-TZVPD basis", "species": ["C", "C", "N", "N", "C", "N", "C", "N", "Br", "H", "H", "H", "H", "C", "C", "C", "C", "C", "C", "H", "H", "H", "H", "H", "H", "C", "C", "C", "C", "C", "C", "H", "H", "H", "H", "H", "H", "C", "C", "C", "C", "C", "C", "H", "H", "H", "H", "H", "H", "C", "C", "C", "C", "C", "C", "H", "H", "H", "H", "H", "H", "C", "C", "C", "C", "C", "C", "H", "H", "H", "H", "H", "H"], "xyz": [[2.863200, -2.959314, 0.314793], [1.902066, -2.277229, 0.508329], [0.837229, -1.506929, 0.827185], [0.891534, -0.130665, 0.843004], [-0.336284, 0.264839, 1.215895], [-1.130384, -0.753651, 1.439735], [-0.419554, -1.850859, 1.182210], [-0.842604, -3.103017, 1.252367], [-2.570974, -3.465370, 1.747286], [3.735241, -3.558978, 0.185434], [1.725880, 0.391455, 0.608414], [-0.618585, 1.302496, 1.307275], [-0.226777, -3.866611, 1.011597], [3.385646, 4.422687, 0.120856], [3.100205, 5.508045, -0.694679], [1.948331, 5.512507, -1.469595], [1.073999, 4.436312, -1.424586], [1.354521, 3.353765, -0.604369], [2.511710, 3.347826, 0.167807], [4.282696, 4.419073, 0.725866], [3.776476, 6.352013, -0.725150], [1.730253, 6.356758, -2.109736], [0.176090, 4.442526, -2.028310], [0.677829, 2.506329, -0.566332], [2.742820, 2.502546, 0.809775], [-2.682044, 0.644076, 4.968071], [-2.077028, 1.369975, 3.952015], [-1.814551, 2.723385, 4.120674], [-2.152803, 3.351438, 5.310944], [-2.756185, 2.625000, 6.328067], [-3.023520, 1.273406, 6.156503], [-2.888719, -0.410304, 4.833387], [-1.809250, 0.873809, 3.028753], [-1.347868, 3.295078, 3.326454], [-1.947530, 4.405440, 5.444861], [-3.019960, 3.113687, 7.256609], [-3.498479, 0.711265, 6.949665], [-2.187194, -4.245635, -4.326827], [-2.615298, -4.404063, -3.016645], [-1.944287, -3.762142, -1.984781], [-0.849103, -2.956634, -2.270169], [-0.421371, -2.794674, -3.580682], [-1.090187, -3.442813, -4.608679], [-2.707403, -4.750199, -5.129892], [-3.471495, -5.029267, -2.799671], [-2.282498, -3.895756, -0.963900], [-0.321364, -2.446885, -1.471504], [0.431303, -2.165335, -3.801517], [-0.756397, -3.323017, -5.631083], [-1.434612, -8.427066, -5.122351], [-1.703640, -9.364360, -6.110139], [-1.414047, -9.076989, -7.436888], [-0.849591, -7.855131, -7.776093], [-0.578087, -6.918913, -6.787999], [-0.873452, -7.203583, -5.461937], [-1.662881, -8.650429, -4.087749], [-2.139200, -10.319371, -5.846388], [-1.628073, -9.806112, -8.207336], [-0.620647, -7.633489, -8.810380], [-0.135315, -5.966443, -7.052673], [-0.663820, -6.472807, -4.692219], [2.092854, 6.818992, 5.552425], [1.826486, 5.875617, 4.569720], [2.094979, 6.165543, 3.238694], [2.635385, 7.395396, 2.890669], [2.903904, 8.337718, 3.873644], [2.629987, 8.050465, 5.203735], [1.882165, 6.595060, 6.590174], [1.409175, 4.913861, 4.842665], [1.882949, 5.432397, 2.469505], [2.846403, 7.619430, 1.852473], [3.326100, 9.296821, 3.603330], [2.835642, 8.786984, 5.969387]], "forces_ev_per_a": [[-0.01, 0.01, 0.04], [0.03, -0.05, 0.22], [0.92, -0.03, -0.42], [-0.93, 0.25, 0.24], [0.73, -0.21, -0.25], [-0.62, 0.08, -0.02], [-0.12, 0.02, 0.10], [0.10, 0.21, 0.06], [0.02, -0.12, 0.10], [-0.03, -0.03, -0.12], [0.04, -0.12, -0.05], [0.13, 0.05, 0.01], [-0.11, -0.08, 0.00], [0.08, 0.03, 0.08], [-0.02, -0.01, -0.01], [0.01, 0.01, 0.03], [-0.09, -0.03, -0.04], [0.19, -0.07, 0.17], [-0.14, -0.09, -0.11], [0.00, 0.01, 0.00], [0.01, -0.01, -0.02], [0.00, 0.00, 0.00], [0.00, 0.00, 0.00], [-0.08, 0.05, -0.10], [0.03, 0.04, 0.05], [0.01, -0.02, 0.00], [0.06, 0.10, 0.00], [0.03, -0.03, -0.02], [0.01, 0.01, 0.01], [0.00, 0.00, 0.00], [0.01, 0.00, 0.00], [-0.01, 0.00, 0.00], [-0.23, 0.03, 0.19], [-0.01, 0.02, 0.01], [0.00, 0.00, 0.00], [-0.01, 0.00, 0.00], [0.00, 0.00, 0.00], [-0.05, 0.06, -0.01], [0.00, -0.02, 0.01], [0.05, 0.00, 0.00], [-0.03, -0.03, 0.02], [0.03, 0.01, 0.01], [-0.01, 0.01, 0.00], [0.00, -0.01, 0.00], [0.00, 0.00, 0.00], [-0.01, 0.03, -0.12], [0.00, 0.01, -0.03], [0.00, 0.00, 0.00], [-0.01, 0.01, 0.00], [-0.01, 0.00, -0.01], [-0.01, 0.00, 0.00], [0.01, 0.00, 0.00], [-0.01, 0.00, -0.01], [-0.02, 0.02, 0.00], [0.04, -0.05, 0.02], [0.01, -0.01, 0.00], [-0.01, 0.00, 0.00], [0.01, 0.00, 0.00], [0.00, 0.00, 0.00], [0.01, 0.00, 0.00], [0.03, -0.01, 0.01], [0.00, 0.00, 0.00], [-0.01, 0.00, -0.01], [-0.02, -0.05, -0.01], [0.01, 0.00, -0.01], [0.00, 0.00, 0.00], [0.00, 0.00, 0.00], [0.00, 0.00, 0.00], [-0.01, 0.00, 0.00], [0.01, 0.01, -0.01], [-0.01, 0.00, 0.00], [-0.01, 0.00, 0.00], [0.01, 0.00, 0.00]], "lumo_ha": -0.13635, "total_charge": 1, "fmax_ev_per_a": 1.01, "orbital_gap_ha": 0.262, "e_above_lowest_kj_mol": 250.46}

=====

{"formula": "C17H40CuN2O5", "method": "the ωB97M-V functional and the def2-TZVPD basis", "species": ["Cu", "C", "O", "H", "H", "H", "C", "O", "H", "H", "H", "C", "C", "C", "C", "C", "C", "N", "O", "C", "C", "C", "H", "H", "H", "H", "H", "H", "H", "H", "H", "H", "H", "H", "H", "H", "H", "H", "H", "H", "H", "C", "O", "C", "C", "N", "C", "C", "O", "C", "H", "H", "H", "H", "H", "H", "H", "H", "H", "H", "H", "H", "H", "H", "H"], "xyz": [[-0.088806, -2.480294, -1.349661], [-1.849326, -4.440504, 0.941339], [-1.440116, -4.148974, -0.422291], [-2.680216, -5.145394, 0.970309], [-1.059756, -4.896984, 1.538259], [-2.300446, -3.577074, 1.430299], [0.981004, -3.759664, -4.345021], [0.179514, -3.924714, -3.221361], [1.282594, -2.727454, -4.523031], [1.893864, -4.330784, -4.175831], [0.436304, -4.160114, -5.200031], [-0.215026, 4.324496, 1.189539], [0.666784, 3.038496, 1.039079], [1.444874, 2.909036, 2.343609], [0.739434, 2.303296, 3.550559], [0.197454, 0.961036, 3.176119], [-0.750846, 0.982106, 1.925849], [-0.205536, 1.841906, 0.828499], [-0.955126, 1.821676, -0.317771], [-0.798986, -0.485074, 1.470909], [-2.173086, 1.547196, 2.372909], [1.660134, 3.225526, -0.148501], [0.445734, 5.190986, 1.215899], [-0.808586, 4.280336, 2.102679], [-0.904366, 4.550066, 0.375879], [2.440174, 2.481456, 2.222569], [1.714144, 3.878686, 2.762409], [-0.022656, 2.989206, 3.920479], [1.482804, 2.182646, 4.338559], [-0.207276, 0.559546, 4.105159], [1.065394, 0.335786, 2.966769], [-1.195386, -1.091444, 2.285329], [-1.454216, -0.576524, 0.604659], [0.111124, -0.949234, 1.090959], [-2.259246, 2.629426, 2.470119], [-2.793596, 1.305646, 1.509929], [-2.528656, 1.140866, 3.319779], [1.057504, 3.575726, -0.986531], [2.250074, 2.340006, -0.385011], [2.320254, 4.030096, 0.175559], [-1.576496, 2.449796, 0.057679], [-3.334526, -1.173884, -1.860871], [-1.969196, -1.221114, -2.338461], [-1.571376, -0.020554, -2.993021], [-0.053366, -0.152944, -3.054571], [0.505814, -0.259954, -1.712301], [1.989284, -0.377034, -1.794581], [2.507694, -0.902974, -0.499541], [1.998714, -2.153724, -0.139251], [2.312304, -2.491174, 1.188979], [-4.074416, -1.644484, -2.508331], [-3.673296, -0.163894, -1.630091], [-3.285846, -1.592294, -0.855551], [-1.998536, 0.861736, -2.516351], [-2.036186, 0.032736, -3.977511], [0.412024, 0.724956, -3.502681], [0.259964, -1.033674, -3.615141], [0.160834, 0.559316, -1.232841], [2.409194, 0.606886, -2.003571], [2.422004, -0.918714, -2.635681], [2.276954, -0.137264, 0.241089], [3.590024, -1.018104, -0.441031], [3.353644, -2.725854, 1.409499], [1.722964, -3.356634, 1.491869], [1.973944, -1.622154, 1.753269]], "forces_ev_per_a": [[-0.83, -1.79, -0.37], [0.37, 0.66, -3.00], [-0.13, 0.43, 2.09], [-0.32, -0.65, -0.23], [0.40, 0.12, 0.45], [0.27, 0.63, 0.61], [-1.16, -0.72, 2.17], [0.15, 1.30, 0.38], [0.23, 0.74, -0.53], [0.79, -0.27, -0.56], [0.19, 0.02, -0.87], [0.43, -0.01, -0.21], [-1.21, -0.11, -0.33], [0.65, 0.59, 1.17], [0.31, 0.05, -0.77], [0.27, 0.37, -0.27], [0.41, 0.54, 1.29], [3.94, -1.68, 2.66], [-0.88, 1.25, 0.48], [-1.24, 0.33, -0.58], [0.78, -0.59, -1.02], [-1.09, 0.41, 0.94], [0.02, 0.10, 0.25], [0.15, 0.06, 0.09], [-0.04, -0.42, -0.31], [-0.16, -0.70, -0.36], [-0.01, 0.70, -0.79], [-0.21, -0.02, 0.02], [-0.02, 0.11, 0.17], [-0.85, -0.50, -0.46], [0.02, -0.18, -0.30], [-0.06, -0.12, -0.07], [-0.35, -0.15, 0.08], [0.32, 0.53, 0.38], [0.61, 0.16, 0.04], [-0.69, -0.29, 0.39], [-0.12, -0.41, -0.32], [0.35, -0.18, -0.33], [-0.24, -0.04, 0.06], [0.20, 0.07, -0.27], [-1.51, 0.31, -1.56], [1.12, 0.08, 0.90], [-1.82, 1.00, 0.11], [0.03, -1.33, -0.30], [0.03, 0.67, -0.05], [0.68, -1.60, -0.95], [-0.57, 0.65, -0.03], [0.97, 0.16, 0.86], [-0.23, -0.56, -0.54], [-0.95, 0.24, 0.22], [0.30, -0.26, -0.07], [0.15, 0.56, -0.52], [-0.26, -0.85, -0.27], [0.55, 0.21, 0.70], [0.28, -0.24, -0.56], [-0.17, 0.37, -0.66], [-0.38, -0.12, -0.12], [0.66, -0.05, 0.57], [0.33, 0.51, 0.44], [-1.07, -0.75, -0.18], [-0.36, 0.06, 0.63], [0.46, 0.41, -0.55], [0.37, 0.25, -0.40], [-0.14, 0.05, -0.28], [0.29, -0.09, 0.82]], "lumo_ha": 0.07659, "total_charge": -1, "fmax_ev_per_a": 5.04, "orbital_gap_ha": 0.163, "e_above_lowest_kj_mol": 0.00}